1.
Formula: C3H2FO2Sc
Source: the Open Molecules 2025 dataset
Level of theory: the ωB97M-V functional and the def2-TZVPD basis

## Properties
Strongest force on any atom = 4.9 eV Å⁻¹
Electronic energy = -1126.11163 hartree
2S+1 = 2
HOMO level (spin up / spin down) = -10.51 / -15.41 eV
Net charge = +1
Gap between HOMO and LUMO (spin up / spin down) = 4.299 / 11.070 eV
Relative energy (zero: lowest compared OMol25 entry of this formula, charge and spin) = 2.371 eV

Atoms and positions in Å:
F  -1.794  1.337  -0.335
O  -0.451  -1.295  -0.368
O  0.823  0.446  0.363
C  -1.984  -1.192  -0.003
C  -1.690  0.141  0.567
C  -0.269  -0.076  0.091
H  -2.144  -1.965  0.765
H  -1.872  0.430  1.608
Sc  2.840  0.091  0.014

=====

2.
Formula: C45H62As2GaN5O3P
Source: the Open Molecules 2025 dataset
Level of theory: the ωB97M-V functional and the def2-TZVPD basis

## Properties
Strongest force on any atom = 2.8 eV Å⁻¹
Electronic energy = -8988.08199 hartree
2S+1 = 1
HOMO level = -14.52 eV
Net charge = +3
Gap between HOMO and LUMO = 4.528 eV

Atoms and positions in Å:
Ga  0.191  0.920  -0.898
C  2.124  0.568  1.917
C  1.142  -0.418  2.518
As  -0.364  0.331  3.662
C  0.338  0.421  5.470
C  0.263  1.580  6.237
C  0.599  1.539  7.582
C  0.960  0.338  8.173
C  1.014  -0.826  7.418
C  0.683  -0.788  6.074
C  -0.339  2.175  3.048
C  0.702  2.997  3.073
C  0.645  4.178  2.127
C  -0.679  4.879  2.329
C  -1.745  4.096  2.339
C  -1.495  2.612  2.155
As  2.704  0.090  0.088
C  3.260  1.777  -0.700
C  2.935  1.988  -2.039
C  3.329  3.154  -2.681
C  4.051  4.108  -1.979
C  4.381  3.898  -0.647
C  3.992  2.731  -0.005
C  4.436  -0.840  0.191
C  5.239  -0.509  1.273
C  6.534  -1.004  1.319
C  6.997  -1.841  0.314
C  6.176  -2.170  -0.755
C  4.882  -1.673  -0.822
H  2.967  0.742  2.584
H  1.650  1.530  1.724
H  1.646  -1.173  3.124
H  0.599  -0.947  1.728
H  -0.052  2.513  5.784
H  0.547  2.441  8.176
H  1.165  0.303  9.234
H  1.276  -1.766  7.883
H  0.682  -1.701  5.486
H  1.580  2.841  3.688
H  1.506  4.836  2.211
H  -0.703  5.950  2.467
H  -2.758  4.449  2.470
H  -2.390  2.017  2.328
H  2.419  1.203  -2.591
H  3.103  3.305  -3.728
H  4.373  5.013  -2.476
H  4.953  4.641  -0.108
H  4.265  2.563  1.030
H  4.890  0.130  2.073
H  7.175  -0.732  2.146
H  7.999  -2.245  0.367
H  6.545  -2.820  -1.536
H  4.242  -1.942  -1.653
N  -0.032  1.818  -3.410
N  0.214  3.192  -3.283
C  0.028  3.778  -2.086
N  0.145  5.091  -1.965
N  -0.268  2.959  -1.101
N  -0.504  3.420  0.149
O  0.752  3.619  0.762
O  -1.129  2.325  0.749
H  0.622  1.424  -4.079
H  -0.977  1.659  -3.755
H  0.304  3.771  -4.106
H  0.259  5.690  -2.768
H  0.026  5.534  -1.068
O  -0.978  -0.558  -0.573
P  -1.751  -1.792  -1.156
C  -0.469  -2.969  -1.726
C  0.700  -2.272  -2.444
C  1.526  -3.313  -3.197
C  0.718  -3.917  -4.358
C  -0.790  -3.939  -4.060
C  -1.050  -4.129  -2.567
C  -2.603  -2.611  0.251
C  -3.585  -3.716  -0.203
C  -4.678  -3.941  0.851
C  -4.108  -3.849  2.265
C  -3.500  -2.457  2.546
C  -3.276  -1.671  1.251
C  -2.872  -1.230  -2.500
C  -4.136  -0.542  -1.944
C  -3.903  0.961  -1.793
C  -3.759  1.606  -3.182
C  -3.108  0.633  -4.180
C  -2.122  -0.295  -3.467
H  -0.083  -3.380  -0.785
H  1.324  -1.756  -1.706
H  0.334  -1.522  -3.155
H  1.824  -4.098  -2.497
H  2.439  -2.859  -3.584
H  1.071  -4.931  -4.544
H  0.896  -3.347  -5.271
H  -1.257  -4.758  -4.606
H  -1.261  -3.015  -4.407
H  -0.582  -5.064  -2.256
H  -2.122  -4.237  -2.391
H  -1.760  -3.069  0.787
H  -3.037  -4.647  -0.353
H  -4.062  -3.456  -1.152
H  -5.118  -4.925  0.699
H  -5.484  -3.215  0.728
H  -3.342  -4.618  2.387
H  -4.897  -4.064  2.983
H  -2.542  -2.581  3.057
H  -4.140  -1.873  3.209
H  -2.645  -0.802  1.442
H  -4.236  -1.314  0.881
H  -3.165  -2.142  -3.029
H  -4.429  -0.981  -0.993
H  -4.964  -0.703  -2.635
H  -3.000  1.130  -1.195
H  -4.740  1.414  -1.263
H  -3.165  2.522  -3.097
H  -4.740  1.896  -3.558
H  -2.598  1.182  -4.974
H  -3.873  0.026  -4.665
H  -1.411  0.317  -2.897
H  -1.562  -0.874  -4.202